C28H73N3O9S | wB97M-V/def2-TZVPD

Element x y z (Å)
S 2.5516 3.9931 4.8838
O 0.5759 1.7191 6.4400
O -5.1428 -1.7228 -0.3644
O 2.9162 -0.9396 -4.3709
O -1.0132 2.2369 0.7168
O 1.5177 4.7668 5.5135
O 0.8788 5.0358 -5.8681
O 3.4762 3.2775 5.7225
O -3.8410 -2.2495 6.6129
O 0.4766 -2.9160 0.0082
N -7.3299 -1.3022 -3.2980
N 4.3890 -1.9224 -6.6910
N 2.1220 2.7945 -3.2198
C 1.2337 2.2517 -5.4236
C 1.2832 -0.4087 5.4324
C -7.7707 -2.8158 -1.4390
C -3.7806 -2.0163 -0.0911
C -3.3979 -2.7639 5.3282
C 1.8469 -4.5449 -1.1388
C 0.4930 -4.2836 -0.5085
C 2.0808 -0.7007 -3.2701
C 1.1267 4.6279 -4.5520
C -0.6459 -4.3316 -1.5050
C 0.5841 0.3137 6.5800
C 0.4526 0.7484 -0.4290
C 2.0773 3.5247 2.3091
C -4.5953 -2.8170 4.4050
C 3.3997 4.3009 2.4079
C -0.7075 0.8490 0.5236
C -5.4600 -1.8464 -1.7295
C 0.1772 6.2662 -5.9375
C 5.7448 -1.0794 -4.8298
C 1.9312 2.8296 3.6609
C 1.2524 -0.0923 7.8880
C -0.3911 0.2130 1.8879
C 4.7616 -2.1590 -5.2743
C 1.8845 3.2865 -4.5553
C -6.9429 -1.6317 -1.9210
C -2.3388 -1.8517 4.7744
C 3.5324 -2.1998 -4.3902
C 3.4153 5.0663 3.7128
H 6.5684 -1.5117 -4.2587
H 5.2960 -0.2804 -4.2397
H 4.4186 -0.9165 -6.8265
H 2.3374 -0.2277 7.8078
H 2.0370 0.3688 -3.0872
H 0.6563 -0.0291 2.0402
H 2.6656 2.0213 3.6618
H 1.0673 -1.1084 -3.4344
H 1.1727 2.6188 -6.4473
H 1.0015 2.4248 4.0515
H -5.4745 -3.1725 4.9466
H 2.7933 3.2857 -2.6578
H 1.1113 0.6570 8.6696
H 0.6319 -0.2208 -0.8824
H 1.2170 -1.4908 5.6109
H 0.1945 4.5598 -3.9618
H 1.3035 2.4432 -2.7519
H 2.0044 -3.9846 -2.0588
H -4.9095 -1.1329 -2.3644
H -3.5987 -1.5846 0.8937
H 0.2790 6.6110 -6.9667
H 0.3410 -4.9509 0.3425
H -8.7720 -2.8200 -1.8610
H 0.2088 2.0933 -5.0697
H -2.7034 -0.8521 4.5206
H -3.0511 -3.7600 5.5909
H 2.8456 -2.9605 -4.8070
H 2.3630 -0.2359 5.3940
H -0.8507 0.8141 2.6725
H 1.3657 0.9713 0.1472
H 2.3677 -1.2396 -2.3533
H -1.4358 -1.7240 5.3743
H -5.1510 -2.8533 -2.0682
H -4.8534 -1.8550 3.9642
H 2.6470 -4.4807 -0.4014
H -7.0518 -2.0765 -3.8987
H 1.7991 1.3225 -5.4317
H -1.5759 0.3591 0.0722
H 3.7662 -2.5413 -3.3715
H 5.2715 -3.1201 -5.1752
H -3.1414 -1.5958 -0.8687
H -0.9617 -0.7223 1.9700
H 1.3499 2.0721 6.8920
H -7.2062 -0.7927 -1.2670
H -0.8856 6.1010 -5.7440
H -0.5440 -3.4801 -2.1804
H -7.8650 -2.7913 -0.3530
H -0.6225 -5.2709 -2.0549
H -0.4377 -0.0724 6.5577
H 1.2451 4.1960 2.1068
H -1.9434 -2.2348 3.8236
H -6.7982 -0.5238 -3.6758
H 2.8487 3.5991 -4.9783
H -1.9541 2.3263 0.8874
H 1.8623 -5.5991 -1.4549
H -7.2650 -3.7533 -1.6923
H -3.6486 -3.0972 0.0356
H -4.4462 -3.5649 3.6180
H 3.4101 -2.1603 -6.8153
H 1.3941 -2.7075 0.2117
H 0.8567 -0.2831 4.4349
H 2.2163 2.7596 1.5485
H 6.2076 -0.5880 -5.6890
H 3.5707 4.9537 1.5523
H -1.5930 -4.1661 -0.9919
H 4.3683 5.2751 4.1964
H 0.6219 7.0102 -5.2738
H 4.2355 3.5943 2.4209
H 1.7550 5.3630 -4.0226
H 0.8936 -1.0555 8.2595
H 0.4562 1.5957 -1.1150
H 2.8248 5.9820 3.7525
H -3.9315 -1.2959 6.5231

Properties
Energy relative to the best compared isomer or geometry (same formula, charge and spin): 0.0 kJ/mol
Total charge: 0
Highest occupied orbital energy: -9.1 eV

C6H11N6O2S | wB97M-V/def2-TZVPD

Element x y z (Å)
S -0.0379 0.7566 1.9733
O -1.3698 -2.0495 -2.1023
O -0.5109 -2.6461 1.2585
N 0.4321 -1.1601 -0.3156
N 0.5794 4.2185 0.6108
N -1.4021 -2.5461 -0.8469
N 0.1551 4.4918 1.8106
N 0.6097 2.8545 0.4083
N -0.2780 3.4596 2.4056
C 1.0469 1.8866 -0.6123
C -2.3043 -3.6080 -0.6025
C 1.9341 0.7927 -0.0032
C 1.2931 -0.6010 0.4859
C -0.4856 -2.2274 0.1204
C 0.1108 2.3971 1.6210
H 2.5652 0.5047 -0.9065
H 0.0730 1.3334 -0.8512
H 1.4787 -1.0654 1.4567
H 2.5359 1.2429 0.8819
H -2.3848 -3.8098 0.4140
H -0.0135 -0.6219 -1.0793
H -2.0179 -4.6793 -1.0654
H 1.6684 2.3403 -1.2750
H 1.1319 4.8823 0.0994
H -1.4433 -2.6199 -2.8619
H -3.3663 -3.5265 -1.0244

Properties
Energy relative to the best compared isomer or geometry (same formula, charge and spin): 49.8 kJ/mol
Total charge: +1
Highest occupied orbital energy: -12.6 eV

C52H78O39 | wB97M-V/def2-TZVPD

Element x y z (Å)
O 3.4782 10.4969 -4.7434
O -3.0559 2.9610 9.7800
O 6.9833 -4.3766 5.4200
O -5.6023 -7.2435 -5.0862
O -2.4689 0.7460 10.0528
O -4.3518 1.5579 10.9646
O -5.3021 -0.8579 -6.1790
O -5.6887 13.0755 4.7702
O -7.2153 -0.8942 2.7560
O -0.8190 1.8730 2.3543
O -1.9736 -6.8925 4.8083
O 0.3510 0.9495 0.5802
O -7.3270 -1.3168 5.0398
O -4.4646 -8.0462 -3.5475
O 8.3842 -4.8731 3.8447
O 4.6687 -12.9653 1.9921
O 6.1674 -3.5515 -8.2369
O -6.7471 0.7834 4.1434
O 2.2365 8.6625 -4.0293
O 0.8414 0.5720 -8.3743
O 6.9003 -3.1907 3.4999
O -7.1865 -0.6060 -7.4877
O -5.0223 10.9751 4.9522
O -1.1903 2.3202 0.0954
O 6.2147 -3.0183 -5.9759
O -3.5207 12.5684 4.8927
O -0.0202 -1.3998 -9.2100
O -2.2779 -7.1685 6.9546
O 4.9177 -11.7942 0.1075
O 3.2118 -11.2174 1.4334
O 8.1405 2.7148 6.0771
O 6.0232 2.1203 6.0734
O 7.8661 -2.3841 -7.5289
O 6.8266 2.9759 7.9030
O -6.0191 1.1220 -6.8130
O -0.0918 0.6160 -10.2988
O -3.4283 -7.7303 -5.3919
O 4.5196 8.5880 -4.4077
O -3.5454 -8.3423 5.5739
C -3.8035 10.3176 5.2137
C -6.5422 -7.2050 -4.0507
C 5.6130 2.4487 8.3706
C -6.7305 0.0946 1.8811
C 6.6384 -2.9996 -7.1589
C 7.6914 -2.2793 1.4421
C 5.4805 9.3345 -5.1511
C 5.3186 11.9089 -4.8710
C 4.4411 -10.4966 -0.3095
C -5.0435 2.7642 10.9623
C 7.3912 -4.1301 4.3585
C 8.1951 -2.4567 -8.8615
C 0.6296 1.8747 -10.1681
C -9.2081 0.7878 -7.8707
C 4.3664 -12.0576 1.2956
C -7.7396 0.4976 -8.1417
C 4.6739 10.6325 -5.4431
C 2.7081 -8.9885 0.8906
C 3.3255 9.1808 -4.3851
C 4.9551 1.9551 7.0130
C 7.0401 -3.3422 -9.3740
C -2.5907 -7.5970 5.7467
C -4.0796 3.7252 10.2251
C 0.3177 -0.6011 -1.2089
C -0.8443 -4.7649 4.7940
C -3.4595 9.1903 4.2049
C -6.1148 -0.1566 -6.7842
C -4.4525 -7.6799 -4.6887
C 8.7293 -4.3907 2.5885
C 0.2294 0.8968 -0.8374
C -3.2019 1.6267 10.2713
C -1.0492 1.6530 -1.1322
C 0.2274 -0.1738 -9.3042
C 3.1229 -10.3373 0.3514
C 4.8526 3.6533 9.0652
C 6.4298 -2.6307 -10.5824
C -2.7851 11.4029 5.1486
C -5.3398 3.1742 12.3815
C -7.2166 -0.4507 4.1231
C -0.5775 1.7511 1.1445
C 2.4335 2.5159 -8.4165
C -7.6228 0.2279 0.5542
C -5.3161 -7.2748 -1.7306
C -5.7455 -8.0388 -2.9899
C -4.8267 12.2905 4.8472
C 7.0233 2.6126 6.6777
C -1.3315 -6.0494 6.9807
C -0.9935 -6.1141 5.5222
C -6.9201 1.7154 -7.7648
C -6.9394 1.2618 2.8097
C 0.9772 1.9649 -8.7152
C 7.4460 -3.5736 2.2551
H -1.8119 -4.2693 4.8733
H -4.7255 4.3681 9.6271
H -6.0869 2.4725 12.7525
H 5.0855 -9.6341 -0.1392
H 5.2326 12.7435 -5.5668
H 4.6852 4.5582 8.4810
H -7.6421 0.2968 -9.2086
H -6.4010 2.0188 -8.6740
H 6.8423 -1.6128 1.2913
H 3.1756 -8.2172 0.2785
H 8.3715 -1.6602 2.0271
H -6.1380 -9.0150 -2.7052
H 9.1470 -2.9840 -8.9245
H -4.4305 3.0141 12.9609
H -0.3603 -6.1702 7.4607
H -7.4592 -0.6748 -0.0345
H 5.3584 -2.8311 -10.5772
H -7.6566 2.4622 -7.4684
H 8.2484 -2.6593 0.5856
H -9.7996 -0.0239 -8.2942
H -3.9797 9.9452 6.2229
H -6.9047 -6.2324 -3.7181
H 6.3530 11.6354 -4.6627
H 4.6213 0.9179 7.0438
H -6.1767 -6.9065 -1.1722
H -0.0694 -6.6858 5.4360
H -5.6924 -0.1648 1.6732
H -7.3369 -7.8221 -4.4701
H 8.3087 -1.4296 -9.2081
H 6.8255 -2.9316 -11.5524
H -0.1038 -4.1918 5.3518
H 0.1344 2.3612 -8.1487
H 5.5004 3.9676 9.8835
H 1.6540 -8.8025 0.6847
H -2.1903 11.1896 4.2604
H 4.1249 -10.3911 -1.3473
H 7.2809 -4.3327 -9.7601
H 8.9328 -5.2405 1.9371
H -4.7283 -6.3569 -1.7247
H 5.8611 8.9346 -6.0909
H 9.6787 -3.8825 2.4193
H -4.2364 8.4298 4.1255
H 1.2590 -1.0309 -0.8665
H -5.9518 2.5751 10.3901
H -0.4775 -1.2541 -0.8492
H 6.3379 -1.5446 -10.5730
H 4.7043 10.6819 -6.5315
H 0.2853 -0.8139 -2.2774
H 2.9873 -8.7968 1.9267
H 2.6852 2.6877 -7.3699
H 4.1145 2.5044 6.5892
H 1.0989 1.2977 -1.3585
H -1.6916 -5.0501 7.2252
H -0.8823 2.4632 -1.8419
H -2.5977 8.5708 4.4532
H 3.8346 3.4200 9.3772
H 1.5987 1.8899 -10.6668
H 4.9862 12.2007 -3.8748
H -6.1607 2.0233 2.7675
H -9.4230 0.9275 -6.8113
H -8.6693 0.4701 0.7393
H -4.9647 -8.0474 -1.0469
H -1.9943 11.6517 5.8562
H -7.3720 1.1215 -0.0173
H -1.9096 1.0210 -1.3524
H 2.4210 3.5122 -8.8585
H -3.5231 4.2589 10.9955
H -3.3591 9.6681 3.2304
H -7.8536 1.8434 2.6910
H 5.7073 1.6316 9.0858
H 3.1360 1.8357 -8.8981
H 6.3659 9.6008 -4.5738
H -0.6349 -4.9284 3.7369
H 2.3406 -10.5892 -0.3646
H 6.7854 -4.2444 1.7059
H 0.2573 2.7774 -10.6526
H -5.7252 4.1937 12.3766
H -9.4020 1.7992 -8.2279

Properties
Energy relative to the best compared isomer or geometry (same formula, charge and spin): 1354.2 kJ/mol
Total charge: 0
Highest occupied orbital energy: -9.8 eV

C5H14N2O | wB97M-V/def2-TZVPD

Element x y z (Å)
O -1.5146 -0.9777 0.9357
N -1.2050 -0.5961 -1.3383
N -3.4400 -0.3320 -0.0838
C 3.7783 0.1106 -0.2220
C -1.3704 1.3368 0.1711
C 2.3785 -0.3538 0.0414
C -1.6621 -0.1366 -0.0725
C 1.8211 -0.4782 1.2389
H 4.3519 -0.6569 -0.7493
H -1.8148 1.6506 1.1155
H -0.7582 0.0933 -1.9226
H -1.7572 1.9598 -0.6380
H 4.2992 0.3501 0.7060
H 3.7836 1.0004 -0.8585
H -2.9865 -1.0100 0.7460
H 2.3759 -0.2294 2.1373
H 0.7909 -0.7888 1.3615
H -3.9880 0.4695 0.2126
H -3.8072 -0.7652 -0.9249
H -0.7774 -1.5072 -1.2632
H 1.7920 -0.6058 -0.8387
H -0.2902 1.4664 0.2459

Properties
Energy relative to the best compared isomer or geometry (same formula, charge and spin): 302.6 kJ/mol
Total charge: 0
Highest occupied orbital energy: -9.0 eV

C10H34BClN6O4V | wB97M-V/def2-TZVPD

Element x y z (Å)
V 1.1737 1.0152 0.3284
Cl 3.7054 1.9633 -0.1334
O -0.0417 -1.2975 2.8435
O -2.3357 -0.4305 -2.8254
O 1.1024 -0.0558 -1.6838
O 0.1677 2.8517 -0.5853
N -0.6963 4.3481 -2.1038
N 0.4040 -1.3582 -3.3940
N 2.2394 -0.9997 0.9210
N 2.5251 -1.5901 -2.5748
N -0.9861 0.3531 0.4513
N -1.9886 3.4922 -0.4445
C -2.3272 0.3837 -1.6742
C -0.5423 -0.7835 4.0889
C -1.7982 -0.4459 -0.4872
C 3.0976 -3.0606 1.7161
C 1.8011 -2.2163 1.6477
C -2.5127 0.3033 -4.0242
C -2.9139 -1.2487 0.2527
C 1.3544 -0.9258 -2.5251
C -0.7603 3.5105 -1.0500
C 1.1227 -2.0293 3.0114
B 1.1561 2.1991 2.4645
H -1.6720 0.9731 0.8687
H -2.6391 4.2075 -0.6998
H 0.0997 0.0615 4.3519
H 2.6977 -2.3747 -3.1728
H 1.0803 -2.9977 3.5279
H -2.1650 2.8892 0.3315
H -3.9047 -0.8369 0.0458
H -3.0544 -2.2784 -0.0927
H 3.0110 -4.0565 2.1775
H 3.4339 -3.3622 0.7246
H 3.3416 -1.1702 -2.1570
H 0.2026 4.6444 -2.4468
H -1.5562 -0.4456 3.8945
H -1.2368 -1.2574 -0.9511
H 3.8410 -2.5832 2.3565
H -0.4718 -1.4992 4.9095
H -3.5569 0.5962 -4.1918
H -3.3042 0.8564 -1.5154
H 1.8373 -1.5567 3.7033
H 1.9109 2.1472 3.3365
H -1.5007 4.8381 -2.4355
H -0.7038 -0.3177 1.1657
H 3.0316 -0.5956 1.4250
H 0.9810 1.1247 2.1432
H 1.6699 2.6680 1.5707
H -1.6358 1.2152 -1.8554
H -2.3737 -0.2829 -4.9345
H 0.1391 2.6935 2.7148
H -0.5223 -0.9807 -3.2545
H -2.6512 -1.3899 1.3008
H -1.8264 1.1502 -3.9517
H 1.1730 -2.8213 0.9866
H 2.7033 -1.3046 0.0722
H 0.6743 -1.9321 -4.1681

Properties
Energy relative to the best compared isomer or geometry (same formula, charge and spin): 29.9 kJ/mol
<S²>: 3.76
Total charge: 0
Spin multiplicity: 4
Highest occupied orbital energy (alpha / beta): -6.3 / -7.3 eV

C2H5N2Si | wB97M-V/def2-TZVPD

Element x y z (Å)
Si -1.2978 -0.4898 -0.0215
N 1.5971 -0.3989 0.0165
N -0.2391 0.9469 0.1561
C 0.7789 -1.3385 0.0676
C 1.0863 0.7835 -0.0669
H 1.0698 -2.2912 0.2856
H -2.0329 -0.2597 -1.3676
H -0.5768 1.9685 0.1402
H 1.7077 1.6023 -0.2857
H -2.0932 -0.5233 1.0757

Properties
Energy relative to the best compared isomer or geometry (same formula, charge and spin): 118.9 kJ/mol
Total charge: +1
Highest occupied orbital energy: -15.0 eV

ClH16Na3O12 | wB97M-V/def2-TZVPD

Element x y z (Å)
Cl -0.3722 0.6174 0.1535
Na -3.0578 1.0010 0.4584
Na 2.0730 1.3663 -1.3002
Na -1.2117 1.8838 2.7440
O 0.6945 -1.8133 -1.6086
O -0.5152 0.3136 -2.5309
O 2.1913 -0.2906 -0.6286
O -1.1342 -1.2704 -1.6849
O -0.3668 0.8489 1.5399
O -0.0413 0.8994 3.4454
O -0.0067 -0.7076 -0.1083
O -1.0200 -1.4856 1.8225
O -1.5859 0.9774 -0.4442
O 0.9697 3.2857 0.2526
O -0.7830 -2.5143 -0.2923
O 0.5373 1.5043 -0.5545
H 1.7555 2.7399 0.2226
H -0.4661 0.0436 3.5040
H -2.0019 -0.9579 -1.4285
H -0.7431 -0.5339 -2.1549
H 1.5713 -1.9985 -1.9449
H 3.0319 -0.7480 -0.6078
H 0.7824 -0.9727 -1.1592
H 1.8547 -0.3663 0.2643
H -0.3136 0.8136 -1.7399
H -0.8101 -0.6613 1.3835
H 0.3521 2.8496 -0.3346
H 0.1811 0.5456 -3.1454
H 0.7747 0.7306 2.9743
H -0.3584 -1.5669 2.5095
H -0.6875 -1.6046 -0.0102
H -1.2937 -2.9289 0.4031

Properties
Total charge: +2
Highest occupied orbital energy: -12.4 eV

C2N6O2 | wB97M-V/def2-TZVPD

Element x y z (Å)
O 1.5400 1.2729 -1.1121
O 1.5717 1.4812 1.0288
N 1.3284 -2.2989 0.0641
N -0.9209 0.0678 -1.1085
N -2.0974 0.3081 -0.6950
N -0.9868 -0.0557 1.1625
N -2.0991 0.2480 0.7027
N 1.2408 1.1158 -0.0031
C -0.0818 -0.1744 0.0060
C 0.7323 -1.3222 -0.0525

Properties
Energy relative to the best compared isomer or geometry (same formula, charge and spin): 289.9 kJ/mol
Total charge: 0
Highest occupied orbital energy: -11.5 eV

| no. | total energy (eV) |
| --- | --- |
| 1 | -63949.7426 |
| 2 | -30258.9590 |
| 3 | -135033.1886 |
| 4 | -10437.8919 |
| 5 | -66939.7088 |
| 6 | -13003.6733 |
| 7 | -50554.1580 |
| 8 | -15101.6114 |